Entry 1:
ORCA calculation (ωB97M-V/def2-TZVPD) on a 11-piece molecular cluster, C26H81N6O11 overall.

* maximum force: 3.55 eV/Å
* energy: -2194.562167 Ha
* lowest unoccupied orbital energy: -4.47 eV
* HOMO-LUMO gap: 3.330 eV
* energy relative to the best compared isomer or geometry (same formula, charge and spin): 11.104 eV

```
! wB97M-V def2-TZVPD RIJCOSX def2/J DEFGRID3
* xyz 1 1
O 2.14712 -2.25749 -3.54129
H 1.37184 -1.93075 -4.00366
H 2.28211 -3.11900 -3.94277
H 1.84918 -2.33988 -2.63242
O -0.69601 -6.51243 1.29697
H -0.29051 -5.65443 1.15199
H -0.75016 -6.95730 0.44800
H -1.61419 -6.46309 1.57287
C -1.17891 0.22369 1.47964
C 0.16810 -0.50988 1.39604
O 0.24093 -1.75447 0.83258
H -1.54395 0.42832 0.47318
H -1.16081 1.16921 2.02162
H -1.89883 -0.41420 1.99238
H 0.56011 -0.66894 2.40060
H 0.90276 0.14360 0.92557
C 3.21493 4.78764 -5.32286
C 3.70217 3.58649 -4.55393
C 3.17097 3.33285 -3.12318
O 3.77715 4.19865 -2.17851
C 3.26636 4.03222 -0.84595
N 3.30457 2.43023 -5.36738
H 3.72485 5.64101 -4.87581
H 2.13996 4.94699 -5.23829
H 3.44245 4.74540 -6.38801
H 4.77385 3.76459 -4.46511
H 3.49976 2.33800 -2.82275
H 2.09366 3.49203 -3.16973
H 3.54336 4.92224 -0.28095
H 3.77203 3.20526 -0.34741
H 2.18141 3.99815 -0.94502
H 3.85922 2.34718 -6.20737
H 2.42092 2.53872 -5.84435
C -3.45021 6.19116 -2.78923
C -4.43048 6.53019 -1.61840
C -5.46535 7.52213 -2.10571
O -6.19099 8.13555 -0.96797
C -7.05680 9.16614 -1.53968
N -5.07678 5.32237 -1.13743
H -2.65204 6.90444 -2.99476
H -3.85860 5.88135 -3.75118
H -2.93329 5.29243 -2.45278
H -3.94832 7.13623 -0.85136
H -6.13019 7.08530 -2.85087
H -4.96762 8.28973 -2.69830
H -6.67955 10.18611 -1.61358
H -7.92914 9.15344 -0.88626
H -7.37656 8.81485 -2.52073
H -4.42427 4.60140 -0.86440
H -5.65716 5.52240 -0.33541
C -6.14991 -4.47701 -3.24252
C -5.19796 -3.54402 -3.96062
C -5.97961 -2.21241 -4.36191
O -5.11270 -1.50235 -5.22278
C -5.52225 -0.22754 -5.61658
N -3.99743 -3.24235 -3.16161
H -5.91210 -5.53354 -3.36624
H -7.07439 -4.38513 -3.81261
H -6.27770 -4.25713 -2.18261
H -4.83137 -4.12669 -4.80574
H -6.28175 -1.58626 -3.52242
H -6.87575 -2.55788 -4.87736
H -6.54325 -0.41431 -5.94942
H -4.76544 0.30780 -6.18996
H -5.61923 0.38842 -4.72256
H -4.22428 -2.79626 -2.28432
H -3.53714 -2.47693 -3.63318
C 6.06361 -0.41603 7.24112
C 5.67588 0.97585 7.76798
C 4.27376 1.21769 8.38286
O 3.35242 1.03594 7.31948
C 2.04526 1.09260 7.83138
N 6.78260 1.26944 8.69793
H 6.19327 -1.05740 8.11287
H 7.00006 -0.34147 6.68829
H 5.29391 -0.70636 6.52602
H 5.72285 1.62685 6.89501
H 4.04005 2.10171 8.97615
H 4.05801 0.48475 9.16026
H 1.91402 2.01934 8.38995
H 1.72264 0.26172 8.45879
H 1.38114 1.17855 6.97134
H 6.94514 2.25962 8.81293
H 6.62595 0.88970 9.62062
C 9.69701 1.82146 -5.19347
C 9.74930 1.45121 -3.67285
C 8.60343 0.50215 -3.10831
O 8.68538 0.59038 -1.66690
C 7.84819 -0.32744 -0.91217
N 11.11969 0.97985 -3.41643
H 10.48638 2.45523 -5.59763
H 8.77447 2.35178 -5.42962
H 9.78948 0.98946 -5.89157
H 9.76947 2.38042 -3.10340
H 8.93532 -0.45301 -3.51528
H 7.57803 0.81755 -3.30110
H 6.93826 0.18289 -0.59641
H 8.23756 -0.74895 0.01455
H 7.73654 -1.19327 -1.56484
H 11.10809 0.02963 -3.75853
H 11.56534 1.55979 -4.11297
C -6.56403 -4.86802 3.21688
C -6.48204 -6.37923 3.66969
C -7.89198 -6.99771 3.82762
O -8.59947 -6.78405 2.59982
C -9.91715 -7.29674 2.49856
N -5.73842 -6.99865 2.65880
H -5.55822 -4.53445 2.96157
H -6.96710 -4.21253 3.98887
H -7.12842 -4.59072 2.32655
H -5.88107 -6.49002 4.57227
H -8.42912 -6.52125 4.64774
H -7.76934 -8.01804 4.19091
H -10.61623 -6.97426 3.27016
H -9.72743 -8.35870 2.65465
H -10.27280 -7.15686 1.47774
H -6.45104 -7.36894 2.04629
H -5.30071 -7.77075 3.14087
O 4.20695 -4.72039 2.41756
H 3.53257 -4.20242 1.97807
H 4.00586 -4.63495 3.34950
O 2.55168 -3.37082 6.58670
H 2.47372 -2.44620 6.35168
H 2.66449 -3.36814 7.53723
*
```

Entry 2:
ORCA calculation (ωB97M-V/def2-TZVPD) on a 21-piece molecular cluster, C26H95N22O23 overall.

* maximum force: 7.34 eV/Å
* energy: -3983.134887 Ha
* lowest unoccupied orbital energy: 1.64 eV
* HOMO-LUMO gap: 8.216 eV

```
! wB97M-V def2-TZVPD RIJCOSX def2/J DEFGRID3
* xyz -1 1
O 0.27132 -0.18759 0.83233
C -0.42207 -0.38956 -0.27864
O -0.09030 0.14270 -1.35629
O -1.35019 -1.15416 -0.28188
H -0.27474 -0.59051 1.51135
C -0.97728 -4.97719 -0.89115
O -1.51786 -4.99671 0.22615
N -1.17370 -4.01820 -1.66221
N -0.22400 -5.89644 -1.43221
H -0.64115 -3.86335 -2.50631
H -1.83763 -3.32298 -1.35242
H -0.21367 -6.84614 -1.08862
H -0.01259 -5.70123 -2.40035
C 2.32282 2.88486 -0.37290
O 2.99927 3.85200 -0.50620
N 1.38579 2.60736 -1.25080
N 2.52104 1.90228 0.46850
H 0.93879 1.70384 -1.18796
H 1.47029 3.02916 -2.16461
H 3.24416 1.79128 1.16483
H 1.67764 1.34715 0.44379
C -0.75225 0.99997 -5.93429
O -0.95127 0.09549 -6.76642
N -1.63690 1.30903 -5.04350
N 0.38843 1.64692 -5.78012
H -1.42166 2.02427 -4.36365
H -2.50537 0.79352 -5.05371
H 1.08946 1.47357 -6.48624
H 0.54676 2.45294 -5.19244
C -1.82902 -2.12388 3.16073
O -1.66795 -0.93312 3.21137
N -1.82588 -2.80192 2.05115
N -1.97097 -2.84645 4.26754
H -1.94104 -2.25909 1.20725
H -1.85314 -3.80756 1.96134
H -1.71652 -2.41937 5.14673
H -2.33809 -3.78644 4.30927
C -4.39337 1.55892 3.71253
O -5.06832 0.95593 2.89960
N -4.58410 2.82591 3.99313
N -3.38138 1.09104 4.41150
H -5.35636 3.36119 3.62274
H -3.85432 3.23335 4.56016
H -2.92250 1.76698 5.00532
H -3.00567 0.19598 4.13256
C -5.19837 -1.49667 0.25505
O -5.04197 -2.43308 -0.52795
N -6.21453 -1.20761 1.00894
N -4.19063 -0.81522 0.69289
H -7.00019 -1.84224 1.01819
H -6.16847 -0.56366 1.78567
H -3.31277 -0.94227 0.20985
H -4.29487 -0.24187 1.51782
C 1.35975 5.16148 -3.69937
O 1.39902 3.97262 -3.95569
N 0.64647 5.93534 -4.43257
N 1.77106 5.72384 -2.62728
H 0.22276 5.57944 -5.27750
H 0.43458 6.92026 -4.36093
H 2.26199 5.16303 -1.94568
H 1.71395 6.73191 -2.60231
C 2.49898 -1.12060 4.26350
O 1.93785 -1.32611 5.34331
N 3.70808 -0.65039 4.07489
N 1.96282 -1.24281 3.09200
H 4.16098 -0.39016 3.21045
H 4.29488 -0.62572 4.89657
H 0.96788 -1.41489 3.06787
H 2.59332 -0.86437 2.39965
C -5.22397 -6.08636 0.73898
O -4.86227 -7.17650 1.03841
N -6.44878 -5.74559 0.69966
N -4.45909 -5.21579 0.19988
H -7.13361 -6.43428 0.97681
H -6.77271 -4.89837 0.25537
H -3.47852 -5.41334 0.33972
H -4.74636 -4.27874 -0.04407
C -2.25133 5.27307 -3.05957
C -2.63985 3.80141 -2.62915
C -3.90424 3.21017 -3.34743
O -4.12964 1.83533 -3.36170
C -4.18660 1.18276 -2.04799
N -1.42451 2.98694 -2.76102
H -2.09431 5.23340 -4.13747
H -1.36276 5.69623 -2.59108
H -3.11133 5.87622 -2.76854
H -2.88036 3.83524 -1.56656
H -3.93640 3.48325 -4.40218
H -4.74783 3.76070 -2.93106
H -4.79495 1.79779 -1.38485
H -3.15548 1.04501 -1.72256
H -4.54264 0.18682 -2.31151
H -1.45268 2.24497 -2.07633
H -0.69449 3.59787 -2.42346
C 1.77630 2.57955 4.42411
C 0.93736 3.42828 3.56112
C -0.27321 2.76701 2.93367
O -0.98550 3.69945 2.10807
C -1.99826 3.08290 1.30736
N 0.48301 4.50570 4.42895
H 2.59169 3.26194 4.66406
H 2.17231 1.67373 3.96500
H 1.19858 2.22235 5.27660
H 1.62063 3.88256 2.84358
H -0.99821 2.44463 3.68103
H 0.05231 1.86886 2.40883
H -2.72404 3.73676 0.82382
H -2.64732 2.47449 1.93717
H -1.54243 2.48190 0.52052
H 0.07800 4.10512 5.26298
H -0.05034 5.29208 4.08652
C 5.16932 2.51072 2.56017
C 6.22565 1.40650 2.45425
C 5.94539 0.30910 1.32218
O 4.69401 -0.30902 1.60262
C 4.19165 -1.29296 0.72010
N 7.51226 2.06118 2.16075
H 5.54503 3.30193 3.20895
H 4.15462 2.23438 2.84672
H 5.02525 3.11958 1.66763
H 6.40864 0.76930 3.31945
H 6.68338 -0.49026 1.25511
H 5.81646 0.85981 0.39041
H 3.24223 -0.94476 0.31332
H 4.10052 -2.28633 1.15944
H 4.80660 -1.42204 -0.17056
H 7.40608 3.06329 2.22862
H 8.02959 1.84866 1.31974
C 5.13837 -4.70566 -2.43941
C 3.92203 -3.81066 -2.93070
C 2.65208 -4.03295 -2.01473
O 2.98121 -3.41946 -0.76726
C 1.93595 -3.65301 0.09112
N 4.27193 -2.36949 -2.99460
H 5.13966 -5.58984 -3.07684
H 5.00020 -5.07918 -1.42478
H 5.99510 -4.04502 -2.57239
H 3.66698 -4.18089 -3.92367
H 2.48657 -5.11029 -2.00940
H 1.89990 -3.37585 -2.45124
H 2.27472 -3.36381 1.08596
H 1.62572 -4.69723 0.05299
H 1.07740 -3.00475 -0.08423
H 3.42190 -1.87049 -3.21495
H 4.30213 -2.14869 -2.00949
O 0.65383 -3.75841 5.75265
H 0.91506 -2.87245 5.50151
H 0.81300 -4.28640 4.97027
O 1.49936 -0.04730 -3.55416
H 1.25341 0.57310 -4.24033
H 0.86326 0.10355 -2.85498
O -1.89897 -0.76366 6.36311
H -2.66847 -0.72416 6.93103
H -2.08170 -0.13243 5.66713
O -4.32395 -2.62121 -2.97855
H -3.47715 -2.18418 -2.88811
H -4.72155 -2.55612 -2.11027
O 0.96015 -1.80794 -5.51082
H 1.76570 -2.21248 -5.83280
H 1.25583 -1.16173 -4.86956
O -2.10430 -1.26057 -3.13809
H -1.35181 -1.44435 -3.70041
H -1.72056 -1.01654 -2.29581
O 3.81195 1.52968 -3.02148
H 3.75057 2.06819 -2.23252
H 3.14487 0.85351 -2.90302
*
```